No. 1
The molecule C7H10, computed with ωB97M-V/def2-TZVPD.

```
! RIJCOSX wB97M-V def2-TZVPD def2/J DEFGRID3
* xyz 0 1
C -2.12 -0.46 0.38
C -0.81 -0.68 -0.39
C 1.62 -0.63 -0.07
C 0.35 0.06 0.15
C -2.47 0.96 0.44
C 2.84 0.28 -0.18
C -2.72 2.14 0.44
H 2.82 1.02 0.62
H -2.92 3.19 0.45
H 3.78 -0.29 -0.13
H 1.63 -1.44 -0.83
H -2.93 -1.02 -0.08
H -2.00 -0.85 1.40
H -0.65 -1.76 -0.61
H 1.64 -1.15 0.91
H -0.89 -0.18 -1.38
H 2.82 0.82 -1.13
*
```

Calculated values
Energy above the lowest of the compared OMol25 structures with the same formula, charge and spin (kcal per mole): 120.82
Kohn-Sham gap (Ha): 0.3165
E_tot (hartree): -272.5255
HOMO (eV): -8.3

These are the natural (NBO) partial charges, in e, on atoms 1 to 4: C -0.47; C -0.57; C -0.58; C 0.19

***

No. 2
The molecule CH4NO2P, computed with ωB97M-V/def2-TZVPD.

```
! RIJCOSX wB97M-V def2-TZVPD def2/J DEFGRID3
* xyz 0 1
P -0.27 0.11 -0.57
O -1.33 -1.98 0.87
O -0.54 1.73 -0.38
N 0.85 -0.01 0.75
C -0.73 -1.89 -0.15
H 0.66 0.06 -1.56
H -1.43 2.10 -0.62
H 1.33 -0.88 0.80
H 1.44 0.75 0.85
*
```

Calculated values
Energy above the lowest of the compared OMol25 structures with the same formula, charge and spin (kcal per mole): 49.72
SMILES: N[P@H](O)=C=O
Kohn-Sham gap (Ha): 0.3108
E_tot (hartree): -587.0457
HOMO (eV): -8.3

These are the natural (NBO) partial charges, in e, on atoms 1 to 4: P 1.18; O -0.51; O -1.00; N -1.14

***

No. 3
C19H54AlF4N6O18S4 as an isolated structure, computed with ωB97M-V/def2-TZVPD.

```
! RIJCOSX wB97M-V def2-TZVPD def2/J DEFGRID3
* xyz -1 1
S -1.61 -3.70 -4.52
S 1.81 -1.05 1.29
S -0.02 0.41 0.67
S -1.25 -1.49 -3.68
Al -0.71 -3.59 -0.51
F -1.80 -0.84 -2.29
F 2.12 -2.62 1.20
F -1.35 -5.22 -4.00
F -0.24 0.56 -0.90
O 0.30 -6.63 1.74
O 1.39 -5.13 0.62
O -3.73 3.50 -1.78
O -2.94 -3.76 -5.02
O 2.93 -0.52 0.60
O 0.92 1.47 0.84
O -3.38 -3.97 -1.14
O 0.08 -0.99 -3.62
O 1.48 6.29 2.99
O -0.67 1.46 5.09
O 1.74 -0.71 2.68
O 2.07 -7.17 0.63
O -1.33 0.59 1.23
O -1.26 -4.03 2.47
O 4.12 0.70 -5.09
O -1.44 4.01 -3.81
O -2.15 -0.95 -4.63
O -0.55 -3.51 -5.46
N -2.04 -2.23 0.02
N 1.25 -6.34 1.00
N 1.13 -0.85 5.58
N 5.10 -0.82 -1.82
N 0.46 -1.17 0.51
N -1.40 -3.05 -3.10
C 1.41 4.88 2.84
C -3.24 -2.77 0.73
C 3.68 1.14 -2.17
C 4.84 0.01 -4.09
C -4.21 -3.26 -0.32
C -3.91 -4.98 -2.00
C 2.97 0.72 5.70
C -1.29 2.45 4.30
C -0.42 2.09 -4.91
C 1.46 0.57 5.87
C -2.95 3.05 -0.68
C 2.85 0.15 -5.33
C 2.59 4.34 2.07
C -3.80 -1.66 1.61
C 4.14 -0.19 -2.74
C 0.73 1.57 5.01
C -2.23 4.18 0.01
C -0.93 -2.91 3.17
C -1.21 2.60 -3.72
H -2.89 4.98 0.32
H 0.02 -2.51 2.75
H -4.02 -0.75 1.04
H -0.91 2.22 -5.87
H -0.15 1.06 -4.69
H 0.12 -0.92 5.54
H -1.44 -1.81 0.73
H -2.27 2.32 -1.15
H 3.22 0.51 4.66
H 2.89 1.51 -2.83
H 0.45 4.62 2.38
H 2.66 3.25 2.08
H 2.54 0.50 -6.32
H -3.08 -5.54 -2.41
H 3.24 1.74 5.97
H 1.39 -0.99 4.60
H 1.16 6.54 3.86
H -4.37 -4.45 -2.84
H -0.57 2.47 -2.84
H -4.68 3.48 -1.67
H 2.07 0.54 -4.67
H -4.80 -1.97 1.94
H -2.81 -3.60 1.29
H -5.06 -3.81 0.09
H 2.60 4.70 1.04
H 5.09 -1.00 -4.45
H -1.28 2.21 3.23
H -1.74 -2.17 3.17
H -3.27 -1.44 2.53
H -1.49 4.58 -0.70
H 3.53 4.70 2.49
H 2.81 -0.94 -5.30
H -2.16 2.06 -3.66
H 1.06 2.56 5.36
H 1.11 1.51 3.98
H 4.49 1.88 -2.20
H -0.99 3.47 4.57
H 4.77 -0.73 -0.87
H -2.34 2.37 4.60
H -0.69 -3.15 4.22
H 5.95 -0.25 -1.83
H 1.29 0.68 6.95
H 3.53 0.06 6.37
H 3.33 -0.90 -2.96
H -2.28 -1.48 -0.63
H -4.65 -5.59 -1.48
H 5.79 0.53 -3.99
H 3.28 1.23 -1.16
H -2.20 4.14 -3.24
H -3.51 2.44 0.04
H -4.65 -2.44 -0.91
H -1.57 3.85 0.82
H 1.47 4.40 3.82
H 0.50 2.69 -4.96
*
```

Calculated values
Kohn-Sham gap (Ha): 0.1579
E_tot (hartree): -4673.4833
HOMO (eV): -6.9

These are the Löwdin partial charges, in e, on atoms 1 to 4: S 0.45; S 0.46; S 0.51; S 0.52